{"formula": "C18H18F6O18", "method": "ωB97M-V/def2-TZVPD", "homo_ha": -0.368, "lumo_energy_ha": 0.0063, "e_above_lowest_ev": 13.819, "e_tot_ev": -72105.3895, "species": ["C", "C", "O", "C", "O", "O", "F", "H", "H", "H", "C", "C", "O", "C", "O", "O", "F", "H", "H", "H", "C", "C", "O", "C", "O", "O", "F", "H", "H", "H", "C", "C", "O", "C", "O", "O", "F", "H", "H", "H", "C", "C", "O", "C", "O", "O", "F", "H", "H", "H", "C", "C", "O", "C", "O", "O", "F", "H", "H", "H"], "coordinates": [[-7.3799, 21.0353, -14.7448], [-7.0198, 19.6185, -15.2787], [-5.5969, 19.5715, -15.0387], [-5.1995, 20.9016, -15.1517], [-4.0328, 21.2422, -15.3270], [-6.2256, 21.7679, -14.9785], [-7.2391, 19.6398, -16.6044], [-7.6419, 20.9480, -13.6903], [-8.1131, 21.4743, -15.4213], [-7.5918, 18.8276, -14.7936], [-9.0137, 25.3469, -23.3319], [-9.6628, 25.1880, -21.9410], [-11.0551, 25.3097, -22.2666], [-11.2380, 24.7374, -23.4308], [-12.3364, 24.3018, -23.8396], [-10.0124, 24.5161, -24.0118], [-9.0960, 26.1810, -21.1996], [-7.9772, 25.0095, -23.3354], [-9.0774, 26.3328, -23.7923], [-9.2203, 24.2504, -21.6046], [-7.5025, 22.3061, -17.8428], [-9.0413, 22.1360, -17.6473], [-9.6033, 22.3735, -18.8844], [-8.7011, 22.8684, -19.7284], [-8.9345, 23.3492, -20.8542], [-7.4470, 22.8781, -19.1474], [-9.3937, 23.1850, -16.8302], [-7.0405, 21.3320, -18.0038], [-6.9846, 22.6425, -16.9447], [-9.2026, 21.1410, -17.2324], [-11.8066, 22.5280, -22.0858], [-10.8706, 21.8792, -21.1790], [-9.7173, 21.8228, -22.0667], [-10.1022, 21.9454, -23.3674], [-9.3933, 22.0062, -24.3655], [-11.4079, 21.9736, -23.3718], [-11.2967, 20.6577, -20.7346], [-11.6438, 23.6032, -22.0120], [-12.7388, 22.2892, -21.5737], [-10.6162, 22.5600, -20.3666], [-2.8595, 23.1831, -19.1071], [-3.2829, 24.4314, -18.4485], [-4.2702, 23.9975, -17.4962], [-4.6607, 22.7758, -17.7386], [-5.4810, 22.0959, -17.1110], [-4.0202, 22.3141, -18.8463], [-3.9133, 25.1186, -19.4022], [-2.1308, 22.6411, -18.5043], [-2.5219, 23.2965, -20.1373], [-2.5260, 25.0446, -17.9596], [-10.8051, 22.3949, -13.5402], [-9.8495, 23.2254, -14.3974], [-9.7051, 22.2990, -15.4653], [-9.8990, 21.0523, -15.0417], [-9.7052, 20.0215, -15.6051], [-10.5074, 21.0729, -13.8751], [-8.8357, 23.3716, -13.6236], [-11.8588, 22.5133, -13.7929], [-10.6774, 22.5682, -12.4717], [-10.1877, 24.2108, -14.7180]]}

=====

{"formula": "C26H49AlBr3Cl5FMgNO7PS2", "method": "ωB97M-V/def2-TZVPD", "homo_ha": -0.353, "lumo_energy_ha": -0.2920, "charge": 1, "e_tot_ev": -362007.6354, "species": ["C", "C", "O", "C", "N", "C", "Cl", "C", "O", "C", "C", "C", "P", "S", "C", "C", "C", "C", "C", "C", "C", "C", "C", "C", "O", "C", "C", "O", "C", "S", "C", "O", "O", "H", "H", "H", "H", "H", "H", "H", "H", "H", "H", "H", "H", "H", "H", "H", "H", "H", "H", "H", "H", "H", "H", "H", "H", "H", "H", "H", "H", "H", "H", "H", "H", "H", "H", "H", "H", "H", "H", "H", "H", "H", "C", "Br", "Br", "Br", "H", "Cl", "C", "C", "Cl", "H", "H", "H", "H", "Cl", "Al", "C", "O", "H", "H", "H", "Cl", "Mg", "F"], "coordinates": [[5.6372, -2.5361, 3.4885], [4.2618, -2.2972, 4.3135], [3.6032, -1.0857, 3.8471], [2.4962, -1.4132, 2.9678], [2.0981, -0.1628, 2.2513], [1.5034, -0.2622, 0.8759], [1.0390, -1.8908, 0.1930], [2.6365, 0.2396, -0.1965], [3.6798, -0.7466, -0.4124], [4.7553, -0.0545, -1.1293], [5.4866, -0.9779, -2.2107], [0.4466, 0.9631, 0.7425], [-0.7964, 0.8331, -0.6800], [-2.0380, -0.6712, -0.5809], [0.0304, 1.5149, 2.1952], [0.0725, 3.1381, 2.2373], [-1.3636, 1.1714, 2.8792], [-2.6865, 1.5688, 2.0626], [-3.7750, 2.3172, 3.0249], [-4.7501, 1.1234, 3.5639], [-5.9263, 0.8555, 2.4845], [-7.3376, 0.5678, 3.1936], [-8.4648, 0.0176, 2.1918], [-7.9955, -1.2156, 1.2887], [-7.5559, -2.3806, 2.0484], [-7.8737, -3.5413, 1.2645], [-7.3129, -3.8240, -0.1985], [-8.6454, -4.4006, 1.7563], [1.3249, 0.9235, 3.0082], [0.8608, 0.4736, 4.7799], [2.5204, 1.9965, 3.2956], [2.9279, 2.2693, 4.4725], [3.1287, 2.7088, 2.2645], [6.0900, -3.5096, 3.8782], [5.4500, -2.6746, 2.3668], [6.4010, -1.7021, 3.6593], [4.5282, -2.1396, 5.4163], [3.5515, -3.1747, 4.1328], [2.9569, -2.1641, 2.1997], [1.6471, -1.9709, 3.4900], [3.0470, 0.2283, 2.0132], [3.1555, 1.2039, 0.1295], [2.1121, 0.3622, -1.2215], [4.2790, 0.8225, -1.7159], [5.5013, 0.4392, -0.4038], [5.2818, -0.5206, -3.2482], [4.9901, -2.0026, -2.2065], [6.6216, -1.0190, -2.1022], [1.1316, 1.8177, 0.3542], [-0.0881, 0.6995, -1.9408], [-1.5772, 2.0432, -0.7586], [-0.9121, 3.6181, 1.9101], [0.8784, 3.5637, 1.5273], [0.2789, 3.5301, 3.3045], [-1.4203, 1.7923, 3.8528], [-1.4658, 0.0793, 3.1895], [-3.2558, 0.6509, 1.6584], [-2.4667, 2.3257, 1.2182], [-3.2994, 2.7934, 3.9439], [-4.3704, 3.1083, 2.4489], [-4.1172, 0.1578, 3.5990], [-5.1472, 1.3141, 4.6141], [-6.0757, 1.7499, 1.7780], [-5.5733, -0.0252, 1.8275], [-7.7158, 1.5572, 3.6477], [-7.1636, -0.1313, 4.0956], [-8.7703, 0.8531, 1.4613], [-9.4296, -0.2634, 2.7568], [-7.1294, -0.8620, 0.6325], [-8.8293, -1.5482, 0.5725], [-6.4203, -3.1792, -0.4941], [-6.9943, -4.9206, -0.3102], [-8.1281, -3.6580, -0.9955], [2.0005, 0.1184, 5.4782], [4.9956, 0.4133, -6.4729], [4.8891, -1.5160, -6.6842], [3.5225, 1.1003, -5.4058], [6.7170, 0.9717, -5.7743], [4.8995, 0.8474, -7.4679], [4.5910, -0.0936, -10.0032], [4.4726, -1.8645, -10.1734], [4.8549, -2.3314, -11.5632], [3.6649, -1.8326, -12.7897], [3.4546, -2.1622, -9.9153], [5.1511, -2.2993, -9.4373], [4.8975, -3.4221, -11.5885], [5.8313, -1.9456, -11.8619], [0.8539, 1.6555, -4.8644], [-0.5944, -3.0265, -1.6370], [-0.2572, 5.7518, 0.3099], [-1.3327, 4.9832, 0.3371], [-0.2138, 6.5833, 1.0350], [0.7201, 5.2574, 0.4913], [-0.0452, 6.2838, -0.6404], [2.9144, -1.3332, -5.3114], [0.5803, -3.7064, 1.9100], [3.8933, -2.8987, 0.4652]]}

=====

{"formula": "C38H34NO4", "method": "ωB97M-V/def2-TZVPD", "homo_ha": -0.107, "lumo_energy_ha": 0.0388, "charge": -1, "e_above_lowest_ev": 0.922, "e_tot_ev": -49637.2403, "species": ["C", "C", "O", "C", "C", "C", "N", "C", "C", "C", "C", "C", "C", "C", "O", "H", "H", "H", "H", "H", "H", "H", "H", "H", "H", "H", "H", "H", "H", "C", "O", "C", "C", "C", "C", "C", "C", "C", "C", "C", "C", "C", "C", "C", "C", "C", "O", "C", "C", "C", "C", "C", "C", "C", "C", "C", "C", "H", "H", "H", "H", "H", "H", "H", "H", "H", "H", "H", "H", "H", "H", "H", "H", "H", "H", "H", "H"], "coordinates": [[2.5391, -1.7026, 3.3673], [2.6285, -0.2984, 3.9010], [1.6645, 0.4873, 3.1336], [1.9270, 1.7959, 3.1564], [0.8068, 2.6934, 2.6838], [1.0637, 4.0984, 3.1036], [-0.3986, 2.1688, 2.7820], [-1.5462, 2.7502, 3.0298], [-2.7567, 1.9631, 3.1321], [-4.0278, 2.5415, 3.3818], [-5.1541, 1.7249, 3.4556], [-5.0343, 0.3326, 3.2648], [-3.7749, -0.2425, 3.0117], [-2.6401, 0.5679, 2.9721], [2.9355, 2.2742, 3.6645], [3.0862, -2.3939, 4.0191], [1.4992, -2.0494, 3.2767], [3.0042, -1.7518, 2.3707], [2.3589, -0.2537, 4.9639], [3.6367, 0.1054, 3.7773], [2.1474, 4.2600, 3.0892], [0.5384, 4.8442, 2.4898], [0.7469, 4.2369, 4.1622], [-1.6388, 3.8377, 3.1607], [-4.0979, 3.6281, 3.5146], [-6.1364, 2.1617, 3.6621], [-5.9223, -0.3012, 3.3108], [-3.6671, -1.3213, 2.8551], [-1.6405, 0.1526, 2.8219], [0.2688, 4.8921, -5.9066], [0.4028, 5.1278, -4.4817], [0.0615, 4.1676, -3.5819], [0.2576, 4.4798, -2.2125], [0.0464, 3.5362, -1.2340], [-0.2840, 2.1841, -1.5500], [-0.2352, 1.1991, -0.5104], [-0.0812, -0.1832, -0.8356], [-0.5782, -1.2208, 0.0223], [-0.1705, -2.5338, -0.0854], [-0.5711, -3.5474, 0.9099], [-1.8837, -3.5449, 1.4325], [-2.2791, -4.4999, 2.3726], [-1.3686, -5.4575, 2.8371], [-0.0579, -5.4594, 2.3431], [0.3353, -4.5191, 1.3878], [0.7220, -2.9470, -1.2006], [1.2317, -4.0710, -1.2441], [0.9536, -1.9425, -2.2673], [1.7066, -2.3472, -3.4802], [1.3541, -1.8278, -4.7490], [2.0934, -2.1532, -5.8925], [3.2252, -2.9740, -5.8014], [3.5798, -3.5092, -4.5557], [2.8124, -3.2252, -3.4214], [0.5322, -0.6469, -2.0586], [-0.6459, 1.9491, -2.9258], [-0.4454, 2.8880, -3.9225], [0.6132, 5.8273, -6.3557], [0.9059, 4.0565, -6.2339], [-0.7804, 4.7033, -6.1793], [0.6088, 5.4804, -1.9772], [0.1950, 3.7937, -0.1879], [-0.4791, 1.4702, 0.5279], [-1.2845, -0.9518, 0.8137], [-2.5960, -2.8018, 1.0565], [-3.3066, -4.4900, 2.7378], [-1.6754, -6.1978, 3.5770], [0.6710, -6.1949, 2.6934], [1.3519, -4.5463, 0.9896], [0.4717, -1.1846, -4.8298], [1.7893, -1.7549, -6.8617], [3.8245, -3.2001, -6.6873], [4.4589, -4.1517, -4.4575], [3.0708, -3.6940, -2.4713], [0.7582, 0.0717, -2.8548], [-1.0737, 0.9869, -3.2278], [-0.6528, 2.6538, -4.9738]]}